Entry 1:
{"formula": "C19H27ClN2O", "method": "the ωB97M-V functional and the def2-TZVPD basis", "e_lumo_ev": 0.39, "spin_multiplicity": 1, "e_above_lowest_kj_mol": 1743.3, "gap_ev": 9.11, "energy_ev": -37674.51353, "e_homo_ev": -8.7, "species": ["C", "C", "C", "H", "H", "C", "N", "C", "C", "C", "N", "C", "O", "C", "C", "C", "C", "C", "C", "H", "H", "H", "H", "Cl", "H", "H", "C", "H", "H", "C", "H", "C", "C", "H", "C", "H", "H", "H", "H", "H", "H", "H", "H", "H", "H", "H", "H", "H", "H", "H"], "xyz": [[0.506, 4.526, -0.107], [0.875, 3.793, 1.120], [0.873, 2.371, 0.954], [0.800, 1.801, 1.950], [-0.193, 1.793, 0.354], [1.838, 1.663, 0.209], [1.774, 0.174, 0.273], [2.459, -0.363, 1.110], [1.862, -1.796, 1.210], [1.048, -2.171, 0.101], [-0.286, -1.185, 0.248], [-1.548, -1.838, -0.008], [-1.626, -3.310, -0.131], [-2.553, -0.857, 0.205], [-2.656, 0.197, -0.729], [-3.798, 1.041, -0.374], [-4.720, 0.618, 0.431], [-4.749, -0.431, 1.219], [-3.528, -1.126, 0.960], [-3.618, -2.101, 1.711], [-5.567, -0.619, 1.722], [-5.714, 1.549, 0.614], [-3.768, 2.075, -1.055], [-1.472, 0.645, -1.582], [-0.090, -0.212, 0.024], [0.817, -3.162, 0.090], [1.727, -1.941, -1.200], [2.559, -2.305, -1.410], [0.924, -1.891, -1.905], [2.304, -0.352, -1.077], [1.820, 0.378, -2.005], [3.764, -0.298, -1.465], [4.541, -0.912, -0.153], [4.299, -2.154, -0.220], [3.985, -0.437, 1.153], [4.472, -0.727, 2.028], [4.393, 0.668, 1.065], [5.588, -0.790, 0.003], [4.043, -0.709, -2.265], [3.996, 0.901, -1.299], [2.809, -2.623, 1.483], [1.199, -1.880, 2.460], [2.093, 0.114, 2.169], [2.782, 2.002, 0.606], [1.702, 2.187, -0.936], [0.107, 4.021, 1.831], [1.767, 4.015, 1.571], [1.395, 4.216, -0.862], [0.394, 5.688, -0.126], [-0.601, 4.236, -0.588]], "nbo_charge": [-0.602, -0.470, -0.332, 0.212, 0.142, -0.221, -0.534, -0.034, -0.363, -0.084, -0.658, 0.675, -0.670, -0.262, -0.110, -0.236, -0.136, -0.233, -0.091, 0.231, 0.222, 0.173, 0.225, 0.188, 0.443, 0.254, -0.416, 0.198, 0.233, 0.001, 0.213, -0.399, -0.393, 0.161, -0.433, 0.233, 0.181, 0.218, 0.199, 0.190, 0.222, 0.222, 0.192, 0.180, 0.199, 0.215, 0.214, 0.195, 0.230, 0.217]}

Entry 2:
{"formula": "C14H48N6O11", "method": "the ωB97M-V functional and the def2-TZVPD basis", "charge": -1, "e_lumo_ev": [2.19, 2.17], "spin_multiplicity": 2, "gap_ev": [1.95, 8.86], "energy_ev": -46757.26921, "e_homo_ev": [0.2, -6.7], "species": ["C", "O", "N", "N", "H", "H", "H", "H", "C", "O", "N", "N", "H", "H", "H", "H", "C", "O", "C", "C", "N", "C", "C", "O", "C", "H", "H", "H", "H", "H", "H", "H", "H", "H", "H", "H", "H", "H", "H", "H", "C", "O", "C", "C", "N", "C", "C", "O", "C", "H", "H", "H", "H", "H", "H", "H", "H", "H", "H", "H", "H", "H", "H", "H", "O", "H", "H", "O", "H", "H", "O", "H", "H", "O", "H", "H", "O", "H", "H"], "xyz": [[-0.475, -1.935, -4.826], [-1.097, -2.547, -4.028], [-0.077, -0.729, -4.593], [-0.197, -2.203, -6.047], [-0.330, -0.355, -3.690], [0.584, -0.287, -5.216], [-0.431, -3.145, -6.327], [0.200, -1.471, -6.617], [-4.642, 3.886, -1.762], [-5.507, 3.869, -2.593], [-3.471, 3.303, -1.933], [-4.717, 4.706, -0.704], [-3.430, 2.778, -2.794], [-2.754, 3.415, -1.230], [-4.032, 4.687, 0.038], [-5.506, 5.336, -0.726], [3.456, -6.874, 2.880], [2.725, -5.654, 2.628], [1.581, -5.806, 1.793], [0.816, -4.607, 1.353], [1.469, -3.740, 0.379], [0.546, -2.741, -0.187], [1.212, -1.971, -1.308], [2.317, -1.342, -0.865], [3.392, -1.286, -1.779], [4.445, -6.551, 3.206], [3.501, -7.495, 1.985], [2.954, -7.487, 3.628], [0.962, -6.495, 2.369], [1.925, -6.355, 0.916], [0.385, -4.040, 2.179], [-0.098, -4.994, 0.903], [2.246, -3.231, 0.778], [0.088, -2.050, 0.522], [-0.308, -3.261, -0.620], [0.523, -1.312, -1.837], [1.497, -2.711, -2.057], [3.798, -2.215, -2.179], [4.253, -0.912, -1.224], [3.112, -0.644, -2.614], [-1.940, 2.817, 5.739], [-0.928, 2.535, 4.818], [-0.778, 3.580, 3.886], [0.330, 3.173, 2.893], [-0.143, 2.178, 1.939], [0.969, 1.351, 1.378], [1.477, 0.305, 2.446], [0.399, -0.534, 2.987], [0.815, -1.385, 4.071], [-2.138, 3.884, 5.841], [-1.514, 2.347, 6.626], [-2.939, 2.455, 5.495], [-0.525, 4.470, 4.463], [-1.683, 3.798, 3.319], [1.200, 2.863, 3.473], [0.581, 3.988, 2.214], [-0.693, 1.560, 2.518], [1.829, 1.962, 1.104], [0.668, 0.811, 0.481], [2.102, 0.711, 3.241], [2.177, -0.319, 1.891], [1.260, -2.334, 3.771], [-0.004, -1.692, 4.722], [1.520, -0.826, 4.686], [-0.345, 3.506, -5.022], [-1.142, 3.137, -4.641], [-0.185, 2.976, -5.803], [-2.804, 1.621, -4.048], [-2.729, 1.899, -4.961], [-3.612, 1.108, -4.020], [-0.954, 0.929, -2.027], [-0.889, 1.612, -1.360], [-1.667, 1.217, -2.597], [-1.287, 3.181, -0.186], [-0.819, 2.940, 0.613], [-0.898, 4.014, -0.450], [1.522, 3.230, -2.284], [2.174, 2.581, -2.546], [0.681, 2.814, -2.469]], "mulliken_spin": [0.856, -0.168, -0.353, 0.175, 0.156, -0.218, -0.061, -0.207, 0.310, -0.099, 0.047, -0.074, 0.059, -0.105, 0.003, -0.007, 0.000, 0.000, 0.001, -0.001, 0.001, -0.004, 0.080, -0.115, 0.238, 0.000, 0.000, 0.000, 0.000, 0.000, 0.000, 0.000, -0.001, -0.002, 0.000, -0.069, 0.033, 0.007, -0.003, -0.029, 0.002, -0.005, 0.027, -0.007, 0.077, 0.095, -0.018, -0.004, 0.001, 0.000, 0.000, -0.001, 0.001, 0.001, -0.001, -0.021, -0.006, 0.017, -0.057, -0.001, 0.004, 0.000, 0.000, 0.000, 0.309, 0.136, -0.155, -1.228, 0.531, 0.291, 0.419, 0.028, 0.061, 0.035, -0.036, 0.001, 0.059, -0.029, 0.025]}